18
Properties=species:S:1:pos:R:3:forces:R:3 method="wB97M-V/def2-TZVPD" gap_ha=0.386 homo_ev=-9.601 relative_energy_kj_mol=87.84 total_charge=0 smiles="CC(N)=O.CC(N)=O"
C 0.075515 3.924194 0.865545 -1.658 -0.582 -0.637
C -0.043816 2.481813 0.511847 2.166 -2.632 -1.784
N -1.010836 1.628154 0.972560 1.465 -1.149 -1.007
O 0.892349 1.991519 -0.166091 -1.461 0.581 0.779
H 0.960103 3.959161 1.423828 1.654 0.580 0.280
H -0.677544 4.165786 1.550720 -1.399 0.695 1.047
H -0.022892 4.589384 0.001848 0.536 -0.302 0.188
H -0.890769 0.583878 0.754895 -0.390 2.278 0.476
H -1.814358 1.967493 1.423230 -0.942 0.177 0.594
C 0.023024 -3.866248 -0.855138 -1.484 0.513 0.465
C -0.018853 -2.398852 -0.399075 -0.203 -0.346 -0.567
N 0.904970 -1.587951 -1.009380 -0.667 -0.609 0.466
O -0.823435 -2.046604 0.435252 -0.058 0.620 0.167
H 0.851895 -4.069598 -1.456064 0.920 -0.112 -1.938
H -0.974488 -4.259110 -1.236290 1.441 0.724 0.404
H 0.334364 -4.444254 -0.023576 -0.397 -0.594 1.388
H 0.861108 -0.583800 -1.041946 -0.153 0.253 0.472
H 1.373663 -2.034965 -1.752164 0.629 -0.096 -0.795


76
Properties=species:S:1:pos:R:3:forces:R:3 method="wB97M-V/def2-TZVPD" gap_ha=0.235 homo_ev=-4.180 relative_energy_kj_mol=231.14 total_charge=-1
Br 0.945884 0.675963 1.126163 0.058 -0.049 -0.001
C 1.587177 -5.445676 -3.098947 -1.354 -1.560 -0.243
O 0.382786 -5.403025 -2.941502 -0.385 0.279 -0.285
N 2.450906 -4.669898 -2.485628 1.682 2.287 1.876
N 2.209156 -6.367717 -3.880466 0.400 -0.635 -0.906
H 3.452492 -4.784228 -2.547558 -0.393 0.072 -0.082
H 2.105551 -4.056479 -1.761375 0.031 -0.060 -0.181
H 3.170907 -6.564724 -3.643103 -0.358 -0.399 -0.490
H 1.628328 -7.026114 -4.379714 0.345 0.042 0.314
C -3.033991 5.238866 3.962397 1.413 0.480 1.608
O -2.063077 5.352701 4.693818 0.217 -0.326 -0.033
N -4.212981 5.767578 4.290105 -2.513 1.070 0.427
N -3.052602 4.622813 2.792219 0.297 -1.286 -2.281
H -4.378366 6.138077 5.215021 0.267 -0.089 -0.389
H -4.994160 5.661796 3.658704 0.051 0.080 0.480
H -2.275731 4.038217 2.518689 -0.048 0.248 0.025
H -3.873715 4.639279 2.204327 0.373 -0.203 0.180
C 5.614041 -1.325248 4.843584 1.587 1.372 0.559
O 6.505098 -1.563673 5.604830 2.276 -1.515 1.574
N 4.469714 -0.856914 5.221894 -4.733 0.981 0.993
N 5.752229 -1.186023 3.540868 0.945 -0.605 -3.870
H 4.180185 -0.717925 6.179466 0.301 -0.285 -0.388
H 3.839930 -0.639928 4.462689 -0.501 0.257 0.779
H 6.646857 -1.341254 3.098536 -0.335 -0.110 0.276
H 4.965570 -0.968309 2.946004 0.347 -0.035 -0.004
C 5.483439 1.303119 -2.890380 0.301 0.692 0.328
C 5.148767 2.792444 -3.135778 -1.865 -1.271 0.127
C 3.983969 2.883606 -4.141991 0.418 -0.443 -0.218
O 3.824394 4.213272 -4.549052 0.210 0.373 -1.021
C 2.744472 4.460964 -5.439377 -0.401 0.913 1.301
N 4.751470 3.461500 -1.885098 0.769 0.443 -0.584
H 5.873041 0.844519 -3.799223 0.090 -0.039 0.043
H 4.667425 0.688011 -2.511111 -0.337 0.280 -0.132
H 6.233913 1.294826 -2.099930 0.221 -0.196 -0.131
H 6.022250 3.262073 -3.588080 -0.002 0.263 0.220
H 3.037819 2.530268 -3.732044 -0.074 -0.219 0.516
H 4.195561 2.224838 -4.984211 0.120 -0.021 -0.495
H 1.813760 4.326976 -4.888086 -0.312 -0.349 -0.001
H 2.656597 3.920235 -6.381707 0.675 -0.348 0.031
H 2.775719 5.535440 -5.620018 0.160 -0.054 -0.356
H 4.487022 4.383334 -2.201926 0.107 0.555 0.272
H 3.870289 3.099512 -1.549552 -0.107 -0.604 0.157
C -3.201525 -5.115651 5.776755 -0.406 -0.614 -0.267
C -2.620953 -3.740130 5.592782 1.799 -0.113 1.910
C -1.740381 -3.381821 6.922170 -1.497 0.447 -0.729
O -2.595255 -2.834147 7.985393 0.902 -1.422 -0.881
C -2.774251 -1.449721 7.932157 0.212 0.313 -0.595
N -1.726225 -3.721688 4.411472 -0.618 0.360 0.645
H -3.934189 -5.252430 4.981391 -0.089 -0.430 -0.054
H -3.706880 -5.294174 6.725872 -0.125 0.511 0.087
H -2.452001 -5.905052 5.720396 0.209 0.139 -0.292
H -3.463996 -3.054458 5.507660 0.113 0.458 0.205
H -0.905334 -2.733886 6.655754 -0.246 0.684 -0.017
H -1.212914 -4.249074 7.319342 -0.586 -0.345 0.039
H -2.711813 -1.104190 6.900262 -0.043 0.220 -0.148
H -1.997148 -0.938600 8.500455 0.032 0.163 0.146
H -3.760883 -1.175021 8.305255 0.033 -0.160 0.182
H -2.309789 -3.787990 3.589793 -0.138 -0.465 -0.319
H -1.387697 -2.774411 4.321208 0.481 0.273 0.059
C -5.220501 1.286110 -4.003067 0.245 -0.387 -0.246
C -3.947492 0.535938 -4.412093 0.249 -0.922 0.565
C -2.798873 1.377789 -4.913249 0.180 1.038 -0.221
O -3.147801 2.071413 -6.106869 0.693 -0.093 -1.222
C -2.860646 1.323946 -7.315061 -0.862 0.216 0.721
N -3.493250 -0.371889 -3.349227 -0.280 0.049 0.211
H -5.606944 1.746680 -4.912263 -0.100 0.405 0.266
H -5.108508 1.993430 -3.181319 0.341 0.266 -0.210
H -5.964372 0.572790 -3.648218 0.059 -0.207 -0.144
H -4.251992 -0.100437 -5.243000 -0.036 -0.182 -0.132
H -1.855795 0.848143 -5.048075 -0.154 -0.733 -0.237
H -2.493349 2.121234 -4.177025 -0.407 0.355 0.169
H -1.811108 1.173800 -7.568111 0.312 0.108 0.588
H -3.288580 1.846103 -8.170816 -0.208 0.190 0.254
H -3.354632 0.356187 -7.228338 0.105 -0.222 -0.222
H -3.254593 0.131067 -2.506505 -0.163 0.273 0.218
H -2.632424 -0.842957 -3.588339 0.048 -0.160 -0.322


19
Properties=species:S:1:pos:R:3:forces:R:3 method="wB97M-V/def2-TZVPD" gap_ha="0.323 / 0.302" homo_ev="-13.310 / -12.895" relative_energy_kj_mol=456.06 total_charge=+1
C -2.116468 -1.097096 -0.377123 -0.046 0.134 -1.106
C 2.887896 1.765477 -0.659152 2.164 -1.733 -0.116
C -0.701842 -1.526744 -0.114613 0.913 -2.527 -2.056
C 0.200564 0.685987 0.441341 1.738 3.167 -0.426
N 2.536540 0.986249 0.513225 -1.725 0.394 0.684
N 0.064859 -0.619972 0.783445 -1.132 -2.491 5.219
Br 3.108108 -0.754442 0.642948 0.346 -0.140 -0.405
H -2.437318 -1.368067 -1.380108 0.057 -1.217 0.036
H -2.837241 -1.449851 0.342086 -0.175 0.172 0.266
H -2.196561 -0.070352 -0.616763 -0.093 1.668 0.808
H 2.595368 1.271862 -1.577105 -0.857 0.442 -0.432
H 2.527264 2.750623 -0.404323 -0.062 0.314 -0.638
H 4.018686 1.724252 -0.831575 -1.181 0.530 0.786
H -0.110412 -1.645788 -1.145456 -1.046 0.249 2.488
H -0.807756 -2.534730 0.413639 0.901 1.279 -0.836
H -0.181682 0.984052 -0.491646 -0.087 0.200 -1.231
H 0.149488 1.435471 1.203281 -0.018 -0.004 0.413
H 1.118352 -0.940689 1.060293 -1.705 -0.383 -0.692
H -0.520984 -0.653295 1.778666 2.007 -0.056 -2.764


22
Properties=species:S:1:pos:R:3:forces:R:3 method="wB97M-V/def2-TZVPD" gap_ha=0.319 homo_ev=-8.299 relative_energy_kj_mol=493.15 total_charge=0
C -1.575602 -3.037485 1.273275 -1.128 -3.154 1.036
C -2.349183 -2.232920 0.470620 -0.434 0.527 -0.469
C -0.324059 -2.664315 1.663393 0.728 2.433 -0.119
C -1.845734 -0.992633 0.145591 -1.717 2.918 -1.562
C 0.142066 -1.345869 1.364602 1.993 -1.475 1.426
C -0.626704 -0.489050 0.597121 0.399 -1.665 0.331
C -0.463197 1.885435 -0.495130 0.603 -1.929 0.613
C -0.077817 0.694830 0.050802 2.854 3.546 -2.213
C 0.772632 2.450290 -0.976695 0.794 0.066 -0.475
C 1.657832 1.268890 -0.838499 -3.391 -0.902 2.669
C 1.107004 3.696467 -1.259027 -0.386 2.547 -0.016
C 2.749259 0.598761 -1.121551 -1.183 -1.038 -1.664
H -2.000046 -4.058278 1.657217 0.900 1.920 -1.033
H -3.294660 -2.600552 0.069744 0.178 0.324 0.240
H 0.317541 -3.313321 2.207282 0.273 -0.442 0.499
H -2.400484 -0.154575 -0.466943 0.608 -2.312 0.900
H 1.189331 -1.068410 1.789908 -2.006 -0.259 -1.071
H -1.402503 2.343917 -0.647919 -1.101 0.298 0.196
H 2.112384 4.032494 -1.438157 0.479 -0.496 -0.181
H 0.449899 4.622784 -1.215446 0.260 -1.728 -0.017
H 3.122457 0.782135 -2.171197 0.620 -0.072 1.547
H 2.739583 -0.418593 -0.658990 0.659 0.893 -0.634